(1)
Formula: C5H10O
Source: the Open Molecules 2025 dataset
Level of theory: ωB97M-V/def2-TZVPD

Output
SMILES string	CCOC1CC1
HOMO	-9.08	eV
Kohn-Sham gap	10.3	eV

CARTESIAN COORDINATES (ANGSTROEM)
C (-2.2024, -0.3624, -1.0613)
C (-1.1580, -1.0033, -0.1630)
O (0.1578, -0.5681, -0.4832)
C (0.8426, 0.0266, 0.5806)
C (2.3162, 0.2418, 0.5196)
C (1.3555, 1.4255, 0.4913)
H (-3.1979, -0.7580, -0.8151)
H (-1.9901, -0.5852, -2.1112)
H (-2.2201, 0.7265, -0.9334)
H (-1.3927, -0.7692, 0.8845)
H (-1.1832, -2.0979, -0.2699)
H (0.4724, -0.2754, 1.5571)
H (2.9020, -0.0255, 1.4008)
H (2.8170, 0.0408, -0.4258)
H (1.2030, 2.1141, 1.3263)
H (1.2780, 1.8697, -0.4973)

These are the Löwdin partial charges, in e, on atoms 1 to 8: number 1, C, carries -0.079; number 2, C, carries -0.272; number 3, O, carries -0.099; number 4, C, carries -0.371; number 5, C, carries -0.090; number 6, C, carries -0.090; number 7, H, carries 0.076; number 8, H, carries 0.075

(2)
Formula: CH4N2S
Source: the Open Molecules 2025 dataset
Level of theory: ωB97M-V/def2-TZVPD

Output
SMILES string	NC(N)=S
HOMO	-8.50	eV
Kohn-Sham gap	9.2	eV

CARTESIAN COORDINATES (ANGSTROEM)
C (0.3998, 0.0148, -0.3711)
N (-1.1227, 0.6981, 0.3019)
N (0.5714, -1.0956, 0.2935)
S (1.1821, 0.8268, -1.5820)
H (-1.7292, 0.9337, -0.5526)
H (-0.6015, 1.5517, 0.5687)
H (-0.2350, -1.4445, 0.8993)
H (1.5350, -1.4849, 0.4423)

Let us look at the Löwdin charges, expressed in e, one per atom: number 1, C, carries -0.901; number 2, N, carries -0.032; number 3, N, carries 0.039; number 4, S, carries 0.556; number 5, H, carries 0.052; number 6, H, carries 0.011; number 7, H, carries 0.140; number 8, H, carries 0.134

(3)
Formula: C4H13N2S2
Source: the Open Molecules 2025 dataset
Level of theory: ωB97M-V/def2-TZVPD

Output
total charge	+1
HOMO	-12.83	eV
Kohn-Sham gap	9.8	eV

CARTESIAN COORDINATES (ANGSTROEM)
C (0.7719, -3.1842, -0.0673)
C (-0.4488, -2.3158, 0.1695)
S (-0.8022, -1.3575, -1.3521)
S (-2.4103, -0.1790, -0.7499)
H (1.6718, -2.5863, -0.2151)
H (0.6442, -3.8155, -0.9481)
H (0.9305, -3.8550, 0.7756)
H (-0.3046, -1.5969, 0.9729)
H (-1.3434, -2.8988, 0.3737)
H (-3.3729, -1.0786, -1.0158)
C (-0.0195, 2.6907, 0.5118)
C (0.8776, 1.7344, 0.2540)
N (1.0843, 1.2779, -1.1248)
N (-0.2820, 3.1926, 1.7623)
H (-0.5410, 3.1756, -0.3071)
H (1.4530, 1.2127, 1.0001)
H (0.6058, 0.3503, -1.2741)
H (0.6796, 1.9372, -1.7904)
H (2.0768, 1.1756, -1.3700)
H (-0.0494, 2.5759, 2.5262)
H (-1.2216, 3.5444, 1.8685)

These are the Löwdin partial charges, in e, on atoms 1 to 8: number 1, C, carries -0.167; number 2, C, carries -0.577; number 3, S, carries 0.455; number 4, S, carries 0.347; number 5, H, carries 0.068; number 6, H, carries 0.076; number 7, H, carries 0.084; number 8, H, carries 0.061

(4)
Formula: C41H44Br2GdN2P2Si2
Source: the Open Molecules 2025 dataset
Level of theory: ωB97M-V/def2-TZVPD

Output
<S²>	16.056
2S+1	8
total charge	-1
HOMO (alpha / beta)	-4.97 / -4.92	eV
Kohn-Sham gap (alpha / beta)	7.4 / 6.4	eV

CARTESIAN COORDINATES (ANGSTROEM)
Gd (-0.0159, -1.8678, -0.5573)
C (-2.0846, -3.7800, 2.4459)
Si (-1.1655, -2.2639, 2.9550)
C (0.3144, -2.9662, 3.6680)
C (-2.0622, -1.4965, 4.4538)
N (-0.8957, -1.2469, 1.6315)
P (-0.7203, 0.3204, 1.3163)
C (0.0342, 0.5323, -0.1394)
P (1.5455, 0.7293, -0.8037)
N (2.1905, -0.6251, -1.1920)
Si (3.8323, -1.2377, -1.0582)
C (4.1505, -2.2154, 0.5027)
C (4.0487, -2.4195, -2.5442)
C (5.1818, 0.0801, -1.1761)
C (2.6859, 1.6892, 0.2078)
C (3.1714, 2.9499, -0.1229)
C (3.9161, 3.7035, 0.7803)
C (4.4253, 3.0852, 1.9202)
C (3.9942, 1.8004, 2.2151)
C (3.1162, 1.1373, 1.4216)
C (1.4040, 1.6250, -2.3789)
C (2.4495, 1.5058, -3.2735)
C (2.1615, 1.9487, -4.5938)
C (1.0387, 2.7762, -4.9177)
C (0.1231, 2.9980, -3.9352)
C (0.3060, 2.4740, -2.6911)
C (-2.3750, 1.0862, 1.1278)
C (-3.1457, 1.5035, 2.2252)
C (-4.3983, 2.0762, 2.1430)
C (-4.9146, 2.3247, 0.8828)
C (-4.1848, 1.8926, -0.2210)
C (-2.9712, 1.2254, -0.0979)
C (-0.0027, 1.3212, 2.6670)
C (0.4585, 0.8168, 3.8635)
C (1.0624, 1.6542, 4.7601)
C (1.0389, 3.0146, 4.5698)
C (0.4291, 3.5610, 3.4039)
C (-0.0888, 2.6512, 2.4682)
H (-2.3489, -4.2153, 3.4469)
H (-3.0971, -3.4952, 2.1275)
H (-1.5087, -4.4738, 1.7328)
H (-0.0299, -3.6393, 4.4014)
H (0.8431, -3.5409, 2.9351)
H (0.8917, -2.2345, 4.1704)
H (-3.0963, -1.8072, 4.6311)
H (-1.3880, -1.5878, 5.2981)
H (-2.2556, -0.4842, 4.2106)
H (3.5570, -3.2121, 0.4862)
H (5.2028, -2.5291, 0.6071)
H (3.7837, -1.7444, 1.4136)
H (3.0603, -2.7329, -2.9254)
H (4.4895, -1.8430, -3.3587)
H (4.6055, -3.3289, -2.3471)
H (5.2433, 0.3814, -2.2171)
H (4.9397, 1.0322, -0.6964)
H (6.0975, -0.2711, -0.8526)
H (2.7172, 3.4694, -0.9492)
H (4.0473, 4.7788, 0.6503)
H (5.0629, 3.5997, 2.5869)
H (4.3208, 1.3668, 3.1510)
H (2.6123, 0.1563, 1.7023)
H (3.3033, 0.8316, -3.1584)
H (2.8172, 1.6459, -5.4062)
H (0.8677, 3.0247, -5.9435)
H (-0.8029, 3.4592, -4.1839)
H (-0.4003, 2.6425, -1.8473)
H (-2.7883, 1.2910, 3.2716)
H (-4.8657, 2.4477, 3.0732)
H (-5.9196, 2.7587, 0.6251)
H (-4.6281, 2.1721, -1.2268)
H (-2.4636, 0.9465, -1.0816)
H (0.3620, -0.2451, 4.0541)
H (1.5276, 1.2411, 5.6336)
H (1.5678, 3.7206, 5.2105)
H (0.4555, 4.6128, 3.2187)
H (-0.4666, 2.8798, 1.5030)
Br (-0.2997, -0.7572, -4.0090)
C (-2.1427, -1.3155, -4.1875)
C (-2.7482, -1.2251, -5.4506)
C (-4.0361, -1.6814, -5.6811)
C (-4.7181, -2.1496, -4.5701)
C (-4.1524, -2.1449, -3.2427)
C (-4.9632, -2.7032, -2.1862)
C (-4.3739, -2.8460, -0.9780)
C (-3.0735, -2.3446, -0.7626)
C (-2.1800, -1.9224, -1.7488)
C (-2.7963, -1.7652, -3.0656)
H (-2.2257, -0.8123, -6.2975)
H (-4.4931, -1.6585, -6.5972)
H (-5.7256, -2.5324, -4.7208)
H (-5.9243, -3.1188, -2.4088)
H (-4.9274, -3.2838, -0.1921)
H (-2.7316, -2.6395, 0.2310)
Br (1.1420, -4.5376, -0.0060)

These are the Löwdin partial charges, in e, on atoms 1 to 8: number 1, Gd, carries 1.097; number 2, C, carries -0.199; number 3, Si, carries 0.213; number 4, C, carries -0.183; number 5, C, carries -0.150; number 6, N, carries -0.349; number 7, P, carries 0.616; number 8, C, carries -0.524

(5)
Formula: C12H26O3PPdS4Te
Source: the Open Molecules 2025 dataset
Level of theory: ωB97M-V/def2-TZVPD

Output
total charge	-1
HOMO	-3.05	eV
Kohn-Sham gap	5.5	eV

CARTESIAN COORDINATES (ANGSTROEM)
Pd (0.6650, -1.1777, -0.3876)
C (2.5442, 1.6693, 0.2550)
C (1.0361, 1.7751, 0.5028)
S (0.2785, 3.0922, -0.4867)
C (-1.4516, 2.9754, 0.0417)
C (-2.3455, 2.0524, -0.7867)
S (-1.9218, 0.2910, -0.5573)
C (-1.9811, -0.2575, -2.2789)
C (-0.8521, 0.2673, -3.1579)
S (0.7156, -0.6352, -2.9146)
C (1.8767, 0.7554, -2.8802)
C (3.1690, 0.3679, -2.1742)
S (3.0504, 0.0355, -0.3984)
H (3.0855, 1.7720, 1.1939)
H (2.9232, 2.4376, -0.4236)
H (0.8047, 1.9422, 1.5524)
H (0.6086, 0.8050, 0.2390)
H (-1.8351, 3.9966, -0.0121)
H (-1.4645, 2.6789, 1.0927)
H (-2.2728, 2.3204, -1.8419)
H (-3.3830, 2.2019, -0.4741)
H (-2.9420, 0.0291, -2.7135)
H (-1.9535, -1.3465, -2.2105)
H (-0.6522, 1.3176, -2.9380)
H (-1.1382, 0.1875, -4.2089)
H (1.3872, 1.5808, -2.3612)
H (2.1105, 1.0792, -3.8975)
H (3.9182, 1.1450, -2.3434)
H (3.5673, -0.5620, -2.5877)
C (-0.4670, -1.6708, 5.2714)
C (0.6441, -2.4068, 4.5479)
O (0.2092, -2.8486, 3.2654)
P (0.5953, -1.8788, 1.9650)
O (0.4176, -0.4724, 2.4642)
Te (-0.7836, -3.1926, 0.3563)
O (2.2155, -2.2103, 2.0112)
C (2.7913, -3.2982, 1.3157)
C (4.2861, -3.2593, 1.5525)
H (-0.1433, -1.3724, 6.2738)
H (-1.3482, -2.3088, 5.3659)
H (-0.7365, -0.7828, 4.7016)
H (0.9326, -3.3068, 5.0999)
H (1.5270, -1.7710, 4.4580)
H (2.5561, -3.2250, 0.2473)
H (2.3576, -4.2389, 1.6755)
H (4.6781, -2.2749, 1.2920)
H (4.7893, -4.0085, 0.9352)
H (4.5250, -3.4563, 2.5991)

These are the Löwdin partial charges, in e, on atoms 1 to 8: number 1, Pd, carries -0.172; number 2, C, carries -0.489; number 3, C, carries -0.571; number 4, S, carries 0.849; number 5, C, carries -0.549; number 6, C, carries -0.532; number 7, S, carries 0.813; number 8, C, carries -0.562

(6)
Formula: H8IO4
Source: the Open Molecules 2025 dataset
Level of theory: ωB97M-V/def2-TZVPD

Output
total charge	-1
HOMO	-4.40	eV
Kohn-Sham gap	7.8	eV

CARTESIAN COORDINATES (ANGSTROEM)
I (0.3582, 0.4342, 1.2789)
O (1.5247, 0.5550, -1.2307)
H (1.4459, 0.3965, -0.2900)
H (0.6306, 0.7388, -1.5188)
O (0.0644, -2.2661, 0.4896)
H (-0.1777, -1.5392, 1.0634)
H (0.2368, -2.9951, 1.0855)
O (-1.2263, -0.9729, -0.6395)
H (-1.1811, -0.2597, -0.0027)
H (-0.4440, -1.4972, -0.4686)
O (-0.4115, 2.6744, -0.2542)
H (0.1471, 1.9308, -0.0279)
H (-0.9670, 2.8002, 0.5151)

These are the Löwdin partial charges, in e, on atoms 1 to 8: number 1, I, carries 0.774; number 2, O, carries -0.207; number 3, H, carries -0.277; number 4, H, carries -0.007; number 5, O, carries -0.177; number 6, H, carries -0.189; number 7, H, carries 0.067; number 8, O, carries -0.210

(7)
Formula: C10H15O2P
Source: the Open Molecules 2025 dataset
Level of theory: ωB97M-V/def2-TZVPD

Output
SMILES string	CPc1c(C)c(O)c(C)c(C)c1O
HOMO	-7.75	eV
Kohn-Sham gap	8.3	eV

CARTESIAN COORDINATES (ANGSTROEM)
C (-1.6554, -0.1327, 0.0325)
C (-0.9833, 1.0796, 0.2155)
C (0.4713, -1.3335, 0.1571)
C (-0.9221, -1.2764, 0.1308)
C (0.3651, 1.0544, 0.4187)
C (1.2524, -0.2005, 0.3087)
C (-3.1038, -0.0603, -0.2331)
C (-1.7352, 2.3933, 0.3101)
C (1.1542, -2.6579, 0.0988)
C (3.5169, 0.1624, -1.1397)
O (-1.6534, -2.5038, 0.2229)
O (0.9772, 2.2641, 0.5876)
P (3.0549, -0.2418, 0.5956)
H (-3.7102, 0.5343, 0.5182)
H (-3.2585, 0.5265, -1.3136)
H (-3.6083, -0.9710, -0.3719)
H (-2.1528, 2.8753, 1.2549)
H (-1.2402, 3.1926, -0.1529)
H (-2.7487, 2.2497, -0.0396)
H (1.7755, -2.8017, -0.8481)
H (1.9571, -2.9328, 0.8233)
H (0.3734, -3.4492, 0.1278)
H (2.7407, -0.1375, -1.8558)
H (4.4461, -0.4538, -1.3852)
H (3.7772, 1.1766, -1.1186)
H (-2.5260, -2.3168, 0.6801)
H (0.3487, 2.9075, 0.7114)
H (3.0870, 1.0535, 1.2644)

These are the Löwdin partial charges, in e, on atoms 1 to 8: number 1, C, carries -0.210; number 2, C, carries -0.177; number 3, C, carries -0.255; number 4, C, carries -0.204; number 5, C, carries -0.212; number 6, C, carries -0.314; number 7, C, carries -0.050; number 8, C, carries -0.039